This record from the OMol25 dataset describes a single C20H27F2N3O2 molecule. The level of theory is ωB97M-V/def2-TZVPD.

Atoms and positions in Å:
O (1.536, -1.142, -0.907)
C (1.095, -0.989, 0.215)
C (-0.383, -0.786, 0.511)
C (-0.745, 0.682, 0.776)
C (-0.163, 1.115, 2.123)
O (-0.009, 0.331, 3.046)
N (0.118, 2.419, 2.278)
C (0.145, 3.409, 1.228)
C (-0.740, 2.941, 0.077)
N (-0.338, 1.599, -0.271)
C (-0.586, 1.190, -1.643)
C (-2.045, 0.907, -2.060)
C (-2.783, 2.166, -2.519)
C (-4.215, 1.841, -2.940)
C (-4.224, 0.806, -4.060)
C (-3.493, -0.455, -3.615)
C (-2.065, -0.124, -3.192)
N (1.871, -0.993, 1.317)
C (3.294, -1.224, 1.251)
C (3.737, -2.271, 2.235)
C (4.796, -2.045, 3.105)
C (5.208, -3.004, 4.013)
C (4.537, -4.212, 4.055)
F (4.925, -5.152, 4.937)
C (3.475, -4.484, 3.213)
C (3.095, -3.505, 2.314)
F (2.066, -3.774, 1.493)
H (-0.650, -1.355, 1.403)
H (-0.955, -1.164, -0.335)
H (-1.847, 0.719, 0.934)
H (0.515, 2.674, 3.172)
H (-0.209, 4.364, 1.627)
H (1.173, 3.537, 0.865)
H (-0.593, 3.599, -0.780)
H (-1.798, 2.998, 0.392)
H (-0.176, 1.979, -2.279)
H (0.019, 0.299, -1.818)
H (-2.585, 0.485, -1.204)
H (-2.805, 2.910, -1.722)
H (-2.250, 2.602, -3.368)
H (-4.718, 2.753, -3.269)
H (-4.765, 1.448, -2.081)
H (-5.253, 0.565, -4.337)
H (-3.728, 1.221, -4.940)
H (-3.477, -1.185, -4.427)
H (-4.026, -0.905, -2.773)
H (-1.516, 0.278, -4.047)
H (-1.555, -1.035, -2.872)
H (1.446, -0.841, 2.222)
H (3.496, -1.549, 0.223)
H (3.845, -0.294, 1.437)
H (5.312, -1.098, 3.066)
H (6.032, -2.824, 4.685)
H (2.958, -5.429, 3.251)

* calculated total energy: -35180.122 eV
* maximum force: 0.5 eV/Å
* SMILES: O=C(C[C@H]1C(=O)NCCN1CC1CCCCC1)NCc1ccc(F)cc1F

---

This record from the OMol25 dataset describes 5 unconnected molecules or ions with the total composition C6H17NO4 at a distorted geometry. The level of theory is ωB97M-V/def2-TZVPD.

Atoms and positions in Å:
C (-2.525, 0.188, -1.070)
C (-1.036, 0.027, -0.812)
C (-0.426, -1.223, -1.008)
N (0.945, -1.138, -0.805)
C (1.135, 0.220, -0.449)
C (-0.017, 0.980, -0.482)
C (-0.154, 2.445, -0.179)
H (-3.007, 0.361, -0.052)
H (-3.069, -0.522, -1.705)
H (-2.728, 1.104, -1.766)
H (-0.976, -2.005, -1.456)
H (1.701, -1.800, -0.714)
H (2.147, 0.516, -0.471)
H (0.859, 2.906, 0.012)
H (-0.793, 2.837, -1.009)
H (-0.594, 2.673, 0.870)
O (1.580, 0.796, -3.273)
H (1.209, -0.096, -3.164)
H (0.984, 1.405, -2.733)
O (0.732, -2.039, 3.156)
H (0.053, -1.441, 3.322)
H (0.228, -2.622, 2.805)
O (-1.228, -0.134, 2.336)
H (-1.881, 0.436, 2.173)
H (-0.603, 0.010, 1.691)
O (2.613, -1.210, 1.243)
H (3.081, -1.191, 2.046)
H (1.771, -1.485, 1.493)

* calculated total energy: -16175.970 eV
* maximum force: 9.4 eV/Å
* SMILES: Cc1c[nH]cc1C.O.O.O.O

---

This record from the OMol25 dataset describes 2 unconnected molecules or ions with the total composition C6H12N2O at a distorted geometry. The level of theory is ωB97M-V/def2-TZVPD.

Atoms and positions in Å:
C (0.676, 0.246, -2.123)
C (-0.151, 0.210, -1.085)
C (-1.550, -0.015, -0.741)
N (-0.786, 1.068, -0.120)
C (-1.131, 2.450, -0.358)
H (0.529, -0.407, -2.966)
H (1.578, 0.835, -2.096)
H (-2.320, 0.272, -1.451)
H (-1.848, -0.829, -0.092)
H (-0.252, 3.072, -0.185)
H (-1.500, 2.637, -1.374)
H (-1.899, 2.745, 0.359)
N (1.313, 0.124, 1.748)
C (1.110, -1.049, 0.991)
C (0.561, -2.164, 1.539)
O (0.712, -3.428, 1.046)
H (0.863, 0.927, 1.319)
H (0.973, 0.039, 2.697)
H (1.786, -1.168, 0.150)
H (0.142, -2.182, 2.533)
H (1.195, -3.385, 0.210)

* calculated total energy: -11440.461 eV
* maximum force: 3.0 eV/Å
* SMILES: C=C1CN1C.N/C=C/O

---

This record from the OMol25 dataset describes a single C3H4N2O molecule at a distorted geometry. The level of theory is ωB97M-V/def2-TZVPD.

Atoms and positions in Å:
O (2.268, 0.169, -0.252)
C (0.921, 0.072, -0.137)
C (-0.068, 1.091, 0.042)
C (-1.200, 0.374, 0.344)
N (-0.919, -0.939, 0.207)
N (0.392, -1.134, -0.074)
H (2.597, -0.747, -0.303)
H (-0.264, 2.016, -0.488)
H (-2.173, 0.828, 0.492)
H (-1.554, -1.731, 0.170)

* calculated total energy: -8202.359 eV
* maximum force: 1.4 eV/Å
* SMILES: Oc1cc[nH]n1

---

- What is the maximum force in the second record?
  9.4 eV/Å